(1)
This record from the OMol25 dataset describes the molecule C4H5ClN2O. The level of theory is the ωB97M-V functional and the def2-TZVPD basis.

Computed properties:
- structure (SMILES) = OCc1n[nH]cc1Cl
- orbital gap (Eh) = 0.350
- charge = 0
- E_HOMO (hartree) = -0.32036

Each line ends with the Mulliken charge.
CARTESIAN COORDINATES (ANGSTROEM)
O -1.8938 1.1503 -0.6429  -0.4310
C -1.0029 1.2031 0.2774  -0.6015
C 0.0961 0.2888 0.1042  0.5583
N 1.3121 0.7132 -0.0844  -0.8603
N 2.0172 -0.4121 -0.1654  0.3065
C 1.2648 -1.4016 -0.1663  -0.4294
C -0.1606 -1.1352 -0.0507  0.1754
Cl -1.7120 -1.8142 -0.0341  -0.1789
H -2.7195 1.4277 -0.2802  0.3191
H -1.2295 0.7597 1.3710  0.2130
H -0.7140 2.2095 0.4755  0.3486
H 2.9798 -0.6299 -0.3790  0.2384
H 1.7623 -2.3593 -0.4252  0.3418

---

(2)
This record from the OMol25 dataset describes a cluster of 2 separate species, C4H5ClN2O in total. The level of theory is the ωB97M-V functional and the def2-TZVPD basis.

Computed properties:
- structure (SMILES) = C=Nc1ccno1.Cl
- orbital gap (Eh) = 0.347
- charge = 0
- E_HOMO (hartree) = -0.34146

Each line ends with the Mulliken charge.
CARTESIAN COORDINATES (ANGSTROEM)
C -1.2311 -1.0079 -0.7665  -0.2717
N -1.1615 -0.2870 0.2679  -0.4758
C 0.0363 0.0196 0.8400  0.5605
C 0.3065 0.4299 2.1256  -0.3712
C 1.6967 0.6489 2.1150  -0.2739
N 2.2009 0.4156 0.9341  -0.3960
O 1.1915 0.0159 0.1328  -0.1009
H -2.2081 -1.1703 -1.1982  0.2822
H -0.3738 -1.4747 -1.2508  0.2622
H -0.3896 0.5341 2.9292  0.3823
H 2.3329 0.9810 2.9122  0.4048
Cl -1.3970 -0.1499 -4.6259  -0.2492
H -1.0035 1.0448 -4.4154  0.2466

---

It comes down to (2), which is 0.892 eV more stable than the next structure.

---

(1)
This record from the OMol25 dataset describes a structure of composition C5H6FKO3. The level of theory is the ωB97M-V functional and the def2-TZVPD basis.

Computed properties:
- orbital gap (alpha / beta) (Eh) = 0.303 / 0.303
- spin multiplicity = 2
- charge = +1
- E_HOMO (alpha / beta) (hartree) = -0.44375 / -0.44368

Each line ends with the Löwdin spin population.
CARTESIAN COORDINATES (ANGSTROEM)
O -1.5105 -1.1797 -0.2626  0.1051
K -2.9339 -4.6287 -2.1241  0.0004
O -2.7253 -2.0428 -1.9408  0.0123
C -2.2584 -1.0870 -1.3783  0.0174
O -2.4514 0.1638 -1.7288  0.0136
C -1.7668 1.0487 -0.8237  0.0711
H -1.0275 1.6220 -1.3951  0.0136
H -2.4939 1.7203 -0.3500  0.0103
C -1.1581 0.0815 0.1577  0.6054
F -1.4077 0.2575 1.4461  0.1399
H 1.8630 0.5924 0.7186  0.0064
C 2.9685 0.7856 0.8362  0.0038
C 3.6254 0.5484 1.9688  0.0003
H 3.4580 1.2320 -0.0327  0.0001
H 4.7044 0.7040 2.0463  0.0002
H 3.1142 0.1819 2.8623  0.0001

---

(2)
This record from the OMol25 dataset describes a structure of composition C5H6FKO3. The level of theory is the ωB97M-V functional and the def2-TZVPD basis.

Computed properties:
- orbital gap (alpha / beta) (Eh) = 0.274 / 0.275
- spin multiplicity = 2
- charge = +1
- E_HOMO (alpha / beta) (hartree) = -0.42002 / -0.42095

Each line ends with the Löwdin spin population.
CARTESIAN COORDINATES (ANGSTROEM)
O -2.2617 -1.9419 1.5246  0.0965
K -6.7242 -2.7451 2.6359  0.0002
O -3.7413 -3.2520 2.5872  0.0123
C -2.6163 -3.0361 2.2093  0.0164
O -1.6155 -3.8683 2.3463  0.0149
C -0.4377 -3.3430 1.7106  0.0651
H 0.3375 -3.2001 2.4721  0.0111
H -0.0912 -4.0468 0.9436  0.0081
C -0.9453 -2.0527 1.1125  0.5981
F -0.8589 -1.9300 -0.2058  0.1380
H 0.6874 -0.2315 1.5520  0.0146
C 1.4947 0.6554 1.6831  0.0244
C 2.7968 0.5204 1.4484  -0.0018
H 0.9915 1.6242 1.6254  0.0012
H 3.3298 1.2192 0.7965  0.0008
H 3.3385 -0.3871 1.7274  0.0002

---

It comes down to (1), which is 1.051 eV more stable than the next structure.

---

(1)
This record from the OMol25 dataset describes a cluster of 3 separate species, C4H13NO4S in total. The level of theory is the ωB97M-V functional and the def2-TZVPD basis.

Computed properties:
- structure (SMILES) = O=C(O)NCCCS.O.O
- orbital gap (Eh) = 0.341
- charge = 0
- E_HOMO (hartree) = -0.32869

Each line ends with the Mulliken charge.
CARTESIAN COORDINATES (ANGSTROEM)
O 1.2166 2.4392 -0.6893  -0.5997
C 0.2959 2.1013 0.0221  0.5217
O 0.2653 2.4101 1.3426  -0.4844
N -0.8429 1.5027 -0.4232  -0.1875
C -1.7392 0.5223 0.2865  -0.7728
C -1.1944 -0.1637 1.5610  -0.4993
C -0.5797 -1.5250 1.3066  -0.3483
S 0.6325 -2.0444 2.5531  -0.2422
H 0.9964 3.0184 1.5003  0.3235
H -0.7157 1.2522 -1.3929  0.3213
H -2.0227 -0.2453 -0.4321  0.4146
H -2.5713 1.1542 0.5682  0.3171
H -0.5287 0.5412 2.0349  0.3838
H -2.0261 -0.1754 2.2724  0.3324
H -1.3077 -2.3304 1.4407  0.3183
H -0.2095 -1.5832 0.2808  0.1195
H 1.3225 -0.9149 2.7727  0.1008
O 0.8235 0.4614 -3.6685  -0.6242
H 1.6144 1.0102 -3.5081  0.3302
H 1.1830 -0.4151 -3.4716  0.2813
O 1.7836 -2.1224 -1.2097  -0.6059
H 2.4727 -2.7946 -1.2401  0.2916
H 1.1317 -2.0988 -1.9065  0.3081

---

(2)
This record from the OMol25 dataset describes a cluster of 3 separate species, C4H13NO4S in total. The level of theory is the ωB97M-V functional and the def2-TZVPD basis.

Computed properties:
- structure (SMILES) = CN[C@@H](CS)C(=O)O.O.O
- orbital gap (Eh) = 0.356
- charge = 0
- E_HOMO (hartree) = -0.34107

Each line ends with the Mulliken charge.
CARTESIAN COORDINATES (ANGSTROEM)
C -1.4719 -1.7218 -0.1072  -0.7778
N 0.0195 -1.3598 -0.3836  -0.4524
C 0.2528 0.1653 -0.4186  0.7313
C 1.6990 0.5178 -0.1554  -0.8918
S 1.9545 2.3296 0.2097  -0.2780
C -0.1396 0.6932 -1.8016  0.2176
O 0.6560 0.7887 -2.7218  -0.6069
O -1.3939 0.9541 -1.9351  -0.4209
H -1.4339 -2.0778 0.9536  0.1594
H -2.0825 -0.8177 -0.0504  0.2576
H -1.7845 -2.2731 -0.8935  0.4294
H 0.3019 -1.8606 -1.2601  0.2402
H -0.5964 0.6337 0.2416  0.1307
H 2.3450 0.3872 -1.0281  0.3321
H 2.0708 -0.2148 0.5797  0.3913
H 1.7767 2.7718 -1.1190  0.1595
H -1.6898 1.3258 -2.8211  0.3875
O 0.7298 -2.0630 2.5159  -0.6515
H 0.6540 -2.1602 1.5719  0.3607
H -0.1356 -2.2005 2.8659  0.2978
O -0.9219 1.8272 1.7879  -0.6986
H -0.6155 2.7143 1.4549  0.3403
H -0.1945 1.6406 2.5145  0.3424

---

It comes down to (1), which is 1.261 eV more stable than the next structure.

---

(1)
This record from the OMol25 dataset describes the molecule C15H22N2O4S. The level of theory is the ωB97M-V functional and the def2-TZVPD basis.

Computed properties:
- structure (SMILES) = COCCNC(=O)C1CCN(S(=O)(=O)c2ccccc2)CC1
- orbital gap (Eh) = 0.338
- charge = 0
- E_HOMO (hartree) = -0.31804

Each line ends with the Mulliken charge.
CARTESIAN COORDINATES (ANGSTROEM)
C -6.6583 -1.4895 0.4110  -0.7357
O -5.2199 -1.6246 0.6997  -0.4245
C -4.5289 -0.5953 0.7917  -0.7644
C -4.2627 -0.0407 -0.4929  -1.6715
N -3.3560 1.0015 -0.2200  -0.1429
C -2.0081 1.0885 -0.9531  0.2161
O -1.6198 0.1527 -1.5642  -0.5596
C -1.1273 2.2489 -0.4465  0.4580
C -0.0253 2.7216 -1.3455  -1.7921
C 1.0076 1.5558 -1.2673  -0.5518
N 1.5088 1.2206 0.1169  0.0961
S 2.9576 0.7382 0.5880  1.0573
O 3.9053 1.2142 -0.4478  -0.6695
O 3.0699 0.6917 2.0944  -0.6474
C 2.7106 -1.2220 0.1347  0.5741
C 2.8813 -1.4998 -1.1398  -0.7345
C 2.7493 -2.6426 -1.6652  -0.4169
C 2.0989 -3.5973 -0.5596  -0.2576
C 1.8449 -3.2504 0.5385  -0.6482
C 2.0453 -1.8475 1.1684  -0.5429
C 0.4271 1.2129 1.0656  -1.0324
C -0.7547 2.1051 1.1229  -1.7360
H -7.0285 -0.7245 0.9390  0.3870
H -6.8774 -1.2429 -0.6975  0.2543
H -7.2817 -2.5739 0.4969  0.2227
H -5.0631 0.0236 1.2818  0.6593
H -3.8107 -0.8094 1.5682  0.4205
H -3.8406 -0.5840 -1.0689  0.9007
H -5.0218 0.3388 -0.8963  0.7911
H -3.5799 1.9608 0.1843  0.2958
H -1.8254 3.1897 -0.2315  0.2162
H -0.2526 2.7060 -2.3667  0.5385
H 0.4850 3.5102 -1.3178  0.6872
H 1.9898 1.5924 -1.7451  0.5164
H 0.6996 0.4228 -1.5074  0.2900
H 3.3446 -0.9121 -1.9110  0.3272
H 2.9165 -3.0439 -2.6258  0.5163
H 1.9113 -4.4893 -1.2173  0.2693
H 1.4323 -3.8984 1.5206  0.1231
H 2.0000 -1.4874 2.0800  0.8403
H 0.7627 0.9566 1.9817  1.0563
H -0.0136 0.1202 0.8319  0.2655
H -0.1987 3.0456 1.4065  0.3265
H -1.4940 2.0073 1.6276  1.0219

---

(2)
This record from the OMol25 dataset describes the molecule C15H22N2O4S. The level of theory is the ωB97M-V functional and the def2-TZVPD basis.

Computed properties:
- structure (SMILES) = CCN(CC)S(=O)(=O)c1ccc(NC(=O)[C@H]2CCCO2)cc1
- orbital gap (Eh) = 0.344
- charge = 0
- E_HOMO (hartree) = -0.32302

Each line ends with the Mulliken charge.
CARTESIAN COORDINATES (ANGSTROEM)
C -1.3053 -5.4108 3.0900  -1.0174
C -0.2292 -4.4079 2.6826  -0.6598
N -0.7638 -3.1222 2.2882  0.3155
C -1.2725 -2.2325 3.3094  -0.6903
C -0.2715 -1.1218 3.6193  -1.0579
S -1.5852 -3.0624 0.8367  1.2143
O -1.0919 -4.1240 0.0100  -0.7258
O -3.0062 -2.9565 1.0368  -0.6906
C -0.9925 -1.4986 0.2035  -0.2731
C 0.3454 -1.3788 -0.1221  -0.5171
C 0.8386 -0.1756 -0.5901  -0.7445
C -0.0226 0.9134 -0.7329  0.8633
N 0.4107 2.1498 -1.2016  -0.0994
C 1.6478 2.5381 -1.6023  0.1525
O 2.6466 1.8552 -1.6083  -0.6631
C 1.6607 4.0130 -2.0488  0.3473
C 2.5807 4.2162 -3.2692  -0.7554
C 1.6423 4.7803 -4.3409  -0.5127
C 0.2660 4.3698 -3.8193  -0.4515
O 0.3653 4.4641 -2.4098  -0.5217
C -1.3728 0.7787 -0.4030  -0.7851
C -1.8551 -0.4280 0.0655  -0.4078
H -1.8654 -5.0576 3.9532  0.2789
H -1.9951 -5.5478 2.2611  0.3044
H -0.8505 -6.3667 3.3369  0.3989
H 0.3074 -4.7902 1.8129  0.3769
H 0.4830 -4.2433 3.4962  0.3779
H -2.2074 -1.8054 2.9386  0.4171
H -1.4974 -2.7927 4.2216  0.3809
H -0.0658 -0.5371 2.7265  0.1897
H -0.6722 -0.4652 4.3873  0.4159
H 0.6637 -1.5465 3.9749  0.2730
H 0.9868 -2.2377 -0.0095  0.4150
H 1.8786 -0.0664 -0.8488  0.5175
H -0.3005 2.8693 -1.3000  0.2046
H 1.9803 4.6043 -1.1827  0.3781
H 3.0039 3.2558 -3.5634  0.3221
H 3.4000 4.8946 -3.0449  0.3432
H 1.7136 5.8673 -4.3767  0.2479
H 1.8425 4.3793 -5.3310  0.3263
H 0.0333 3.3363 -4.1143  0.2463
H -0.5428 5.0278 -4.1363  0.3631
H -2.0374 1.6229 -0.5176  0.3675
H -2.8941 -0.5606 0.3224  0.5352

---

It comes down to (2), which is 15.185 eV more stable than the next structure.

---

(1)
This record from the OMol25 dataset describes the molecule C23H22N2O3. The level of theory is the ωB97M-V functional and the def2-TZVPD basis.

Computed properties:
- structure (SMILES) = COc1ccccc1NC(=O)[C@@H](NC(=O)c1ccc(C)cc1)c1ccccc1
- orbital gap (Eh) = 0.347
- charge = 0
- E_HOMO (hartree) = -0.31932

Each line ends with the Mulliken charge.
CARTESIAN COORDINATES (ANGSTROEM)
C -3.8727 -1.1837 1.9465  -0.5781
O -4.3559 -0.6108 0.7526  -0.4156
C -3.8679 0.5569 0.2608  0.2774
C -4.5963 1.0499 -0.8281  -0.4895
C -4.2496 2.2209 -1.4631  -0.5107
C -3.1617 2.9544 -1.0151  -0.7809
C -2.4327 2.4837 0.0563  -0.2032
C -2.7576 1.2889 0.6962  0.2558
N -1.9060 0.8651 1.7572  0.0484
C -0.6460 0.4018 1.6219  0.1615
O 0.0472 0.1375 2.5846  -0.7251
C -0.1726 0.1484 0.1896  -0.6259
N 1.2489 -0.0974 0.2266  -0.1185
C 2.0973 0.5090 -0.6372  0.5879
O 1.7022 1.1408 -1.6005  -0.6718
C 3.5437 0.3128 -0.3403  0.3877
C 4.0404 0.2086 0.9546  -0.5980
C 5.3995 0.0635 1.1674  -0.8389
C 6.2903 0.0155 0.1031  1.0078
C 7.7615 -0.1522 0.3285  -1.3822
C 5.7885 0.1316 -1.1897  -0.4829
C 4.4355 0.2867 -1.4094  -0.6951
C -0.9431 -1.0289 -0.3691  0.3285
C -0.8870 -2.2594 0.2748  -0.4070
C -1.6077 -3.3351 -0.2133  -0.7411
C -2.3910 -3.1885 -1.3455  -0.4543
C -2.4412 -1.9672 -1.9952  -0.8059
C -1.7184 -0.8913 -1.5115  -0.0861
H -2.8222 -1.4704 1.8717  0.1292
H -4.0230 -0.5170 2.8003  0.3094
H -4.4749 -2.0805 2.0897  0.2359
H -5.4409 0.4653 -1.1562  0.4497
H -4.8300 2.5664 -2.3046  0.4007
H -2.8829 3.8782 -1.4963  0.4090
H -1.5791 3.0374 0.4199  0.4973
H -2.2051 1.0290 2.7101  0.3161
H -0.3365 1.0256 -0.4453  0.7660
H 1.5914 -0.5203 1.0774  0.3684
H 3.3789 0.2725 1.8071  0.4929
H 5.7739 -0.0085 2.1789  0.2962
H 8.3157 0.6398 -0.1730  0.3405
H 8.0003 -0.1292 1.3887  0.3419
H 8.0987 -1.1036 -0.0822  0.3015
H 6.4706 0.1057 -2.0276  0.3902
H 4.0430 0.3904 -2.4097  0.4362
H -0.2813 -2.3715 1.1632  0.3354
H -1.5616 -4.2871 0.2951  0.4086
H -2.9593 -4.0262 -1.7215  0.4124
H -3.0463 -1.8496 -2.8816  0.4251
H -1.7543 0.0601 -2.0212  0.4935

---

(2)
This record from the OMol25 dataset describes the molecule C23H22N2O3. The level of theory is the ωB97M-V functional and the def2-TZVPD basis.

Computed properties:
- structure (SMILES) = COC(=O)[C@H](CNCc1cc(O)cc(C#N)c1)Cc1cccc2ccccc12
- orbital gap (Eh) = 0.322
- charge = 0
- E_HOMO (hartree) = -0.30715

Each line ends with the Mulliken charge.
CARTESIAN COORDINATES (ANGSTROEM)
C -2.4188 -1.0555 3.9805  -0.7038
O -1.9339 -1.0125 2.6325  -0.3339
C -1.1026 0.0027 2.3635  -0.3090
O -0.7855 0.8299 3.1799  -0.6032
C -0.5683 -0.0484 0.9502  1.5376
C 0.8839 -0.5269 1.0830  -1.4399
N 1.4271 -0.9442 -0.1974  -0.1148
C 2.8389 -1.2729 -0.1222  -1.2356
C 3.4554 -1.3922 -1.4948  0.7888
C 4.8302 -1.2705 -1.6369  -0.8660
C 5.4249 -1.3552 -2.8876  0.8512
O 6.7796 -1.2300 -2.9439  -0.5504
C 4.6489 -1.5443 -4.0206  -0.9528
C 3.2710 -1.6599 -3.8714  0.3874
C 2.4502 -1.8272 -5.0407  -0.1259
N 1.7931 -1.9416 -5.9760  -0.5542
C 2.6678 -1.5931 -2.6220  -0.4108
C -0.7700 1.3514 0.2899  -1.5027
C 0.4265 1.9702 -0.3904  1.0467
C 1.3052 2.7074 0.3550  -0.3756
C 2.4713 3.2657 -0.2108  -0.9619
C 2.7472 3.0809 -1.5311  -1.0053
C 1.8638 2.3363 -2.3501  1.3947
C 2.1474 2.1202 -3.7210  -0.7799
C 1.3140 1.3767 -4.5014  -0.5930
C 0.1497 0.8085 -3.9428  -0.9255
C -0.1559 1.0072 -2.6272  -0.4771
C 0.6861 1.7820 -1.7858  -0.1003
H -3.0727 -1.9197 4.0309  0.2412
H -1.5898 -1.1598 4.6783  0.3109
H -2.9665 -0.1447 4.2153  0.3033
H -1.1110 -0.8121 0.3935  0.4145
H 1.4791 0.2663 1.5603  0.4027
H 0.9076 -1.3883 1.7581  0.7430
H 1.3228 -0.1856 -0.8600  -0.0692
H 3.4108 -0.5191 0.4425  0.4359
H 2.9541 -2.2196 0.4174  0.4791
H 5.4630 -1.0976 -0.7742  0.4764
H 7.0762 -1.3016 -3.8570  0.2921
H 5.0979 -1.5955 -5.0051  0.3642
H 1.5958 -1.6904 -2.5318  0.5924
H -1.6183 1.2979 -0.3895  0.3869
H -1.0591 2.0393 1.0853  0.6461
H 1.1005 2.8569 1.4095  0.5336
H 3.1433 3.8404 0.4138  0.4105
H 3.6424 3.4992 -1.9758  0.4130
H 3.0510 2.5525 -4.1353  0.3953
H 1.5458 1.2015 -5.5436  0.4760
H -0.4969 0.2029 -4.5646  0.4059
H -1.0462 0.5495 -2.2177  0.2614

---

It comes down to (1), which is 0.563 eV more stable than the next structure.

---

(1)
This record from the OMol25 dataset describes a cluster of 2 separate species, C2H2F2O2S in total. The level of theory is the ωB97M-V functional and the def2-TZVPD basis.

Computed properties:
- orbital gap (alpha / beta) (Eh) = 0.355 / 0.251
- charge = 0
- E_HOMO (alpha / beta) (hartree) = -0.40698 / -0.37284

Each line ends with the Mulliken charge.
CARTESIAN COORDINATES (ANGSTROEM)
C -1.8231 -0.0115 -0.0329  -0.3848
C -0.9572 -0.9536 -0.1509  0.1990
O 2.8716 -0.4721 0.5050  -0.4306
O 2.1139 1.1549 -1.2190  -0.4136
F -0.8683 -2.2402 -0.2074  -0.1350
F 1.2514 1.3819 1.1468  -0.2748
S 1.8224 0.3109 -0.0901  0.9294
H -1.5209 1.0235 -0.0088  0.2319
H -2.8898 -0.1938 0.0573  0.2785

---

(2)
This record from the OMol25 dataset describes a cluster of 2 separate species, C2H2F2O2S in total. The level of theory is the ωB97M-V functional and the def2-TZVPD basis.

Computed properties:
- orbital gap (alpha / beta) (Eh) = 0.265 / 0.331
- charge = 0
- E_HOMO (alpha / beta) (hartree) = -0.38509 / -0.40396

Each line ends with the Mulliken charge.
CARTESIAN COORDINATES (ANGSTROEM)
C -0.1081 1.0688 1.2947  0.1591
C -1.0469 0.7384 0.4688  -0.4339
O 1.3927 -1.4275 -0.0564  -0.4712
O -0.2925 -2.2303 -1.6473  -0.4003
F -0.2236 2.0675 2.1589  -0.1876
F 1.0930 -0.2639 -2.4075  -0.2965
S 0.3698 -1.1472 -1.0827  0.9097
H 0.7171 0.3756 1.4528  0.3235
H -1.9015 0.8186 -0.1813  0.3972

---

It comes down to (1), which is 0.147 eV more stable than the next structure.